Entry 1:
Density functional theory data (the ωB97M-V functional and the def2-TZVPD basis) for C26H49ClN4OPd as an isolated structure in a non-equilibrium geometry.

Results
E_HOMO (spin up / spin down): 2.93 / -1.78 eV
M: 575.58 g/mol
Energy: -1902.1271 Eh
Frontier orbital gap (spin up / spin down): 0.05608 / 0.22403 Ha
Charge: -2
Multiplicity: 5

Structure (XYZ):
```
82
Properties=species:S:1:pos:R:3:lowdin_spin:R:1
Pd 0.6600 -0.8242 -0.7993 0.67
Cl 0.1351 0.1662 -2.9645 0.07
C 2.7049 -4.1895 -0.4811 0.12
C 1.9314 -2.2153 -0.9353 0.12
N 1.5584 -3.4902 -0.8169 0.02
H 4.7357 -3.5237 -0.1501 0.04
N 3.2257 -2.0432 -0.6421 0.02
H 2.7145 -5.2275 -0.2392 0.07
C 0.0326 -3.8385 -0.8781 0.01
C -0.1115 -5.2537 -1.3601 0.21
C -0.5995 -3.5421 0.4681 0.03
H 0.3016 -5.9842 -0.6665 0.06
H -1.1740 -5.4746 -1.4864 0.03
H 0.3451 -5.3656 -2.3460 0.04
H -1.7973 -3.1894 -1.7736 0.01
H -0.4178 -3.0303 -2.8918 0.01
H -0.4553 -2.4838 0.7518 0.00
C -0.7275 -2.9339 -1.8485 0.02
H -0.2515 -4.1948 1.2741 0.02
H -1.6831 -3.6804 0.3720 0.01
H -0.7340 -1.8410 -1.5852 0.00
C 3.7288 -3.3195 -0.4096 0.10
C 3.6471 0.0135 0.8083 0.01
H 4.3219 -0.3875 1.5712 0.01
H 3.8702 1.0884 0.7510 0.00
C 3.8233 -0.5865 -0.5649 0.01
H 3.6123 1.2894 -1.5828 0.00
C 5.2709 -0.6531 -0.9511 0.09
H 5.3826 -0.9962 -1.9801 0.02
H 2.6129 -0.0431 1.1530 0.00
H 2.0954 0.7029 -1.0020 0.00
H 5.8430 -1.2807 -0.2669 0.02
H 5.6865 0.3567 -0.8967 0.01
C 3.0425 0.3563 -1.4782 0.02
H 2.7905 0.0025 -2.4784 0.00
C -3.7380 3.3356 -0.8245 0.06
N -3.2028 2.0902 -0.4404 0.28
H -2.7486 5.2754 -1.0181 0.01
N -1.5821 3.5222 -0.3419 0.28
H -4.7698 3.5149 -1.0762 0.01
C -3.7452 0.6668 -0.6749 0.03
C -5.2424 0.6445 -0.4096 0.01
C -3.4296 0.1631 -2.0830 0.02
H -5.8074 1.2209 -1.1569 0.00
H -5.5995 -0.3976 -0.4579 0.00
H -5.4664 1.0223 0.5986 0.00
H -3.2935 -1.3326 -0.0662 0.00
H -3.2847 -0.1918 1.2785 0.00
H -2.3502 0.2294 -2.2979 0.00
C -3.0118 -0.3070 0.2281 0.03
H -4.0049 0.6603 -2.8727 0.00
H -3.6883 -0.9078 -2.1340 0.01
H -1.9225 -0.2212 0.0948 0.02
C -2.7244 4.2274 -0.7727 0.06
C 0.4838 3.5505 -1.8036 0.01
H 0.1288 4.2079 -2.6056 0.00
H 1.5787 3.6657 -1.7517 0.00
C -0.0925 3.8855 -0.4294 0.03
H 1.7797 3.1102 0.2789 0.00
C 0.0841 5.3579 -0.1075 0.00
H -0.3337 5.5938 0.8809 0.00
H 0.2936 2.4967 -2.0682 0.00
H 0.4630 1.9417 0.3680 0.01
H -0.3751 5.9997 -0.8730 0.00
H 1.1612 5.5858 -0.0788 0.00
C 0.7067 3.0025 0.5156 0.03
H 0.5835 3.2783 1.5664 0.00
C -2.0419 2.3753 0.1636 1.07
C -1.0489 0.8674 2.9496 0.03
C 0.0330 -0.2008 2.8679 0.01
C 1.2230 0.2801 3.7048 0.01
C -0.4396 -1.4592 3.5966 0.01
O 0.3658 -0.4151 1.5384 0.04
H -1.3755 1.0689 3.9764 0.00
H -1.9270 0.5833 2.3678 0.01
H -0.6817 1.8041 2.5244 0.01
H 0.9450 0.4242 4.7605 0.00
H 2.0310 -0.4592 3.6788 0.00
H 1.6166 1.2316 3.3344 0.00
H -1.2940 -1.9279 3.1046 0.00
H 0.3610 -2.2068 3.6612 0.00
H -0.7380 -1.2407 4.6323 0.00
```

Entry 2:
Density functional theory data (the ωB97M-V functional and the def2-TZVPD basis) for a 9-piece molecular cluster, C26H49FN4O16 overall in a non-equilibrium geometry.

Results
E_HOMO: -9.22 eV
M: 692.69 g/mol
Energy: -2542.4848 Eh
Frontier orbital gap: 0.33475 Ha
Charge: 0

Structure (XYZ):
```
96
Properties=species:S:1:pos:R:3:mulliken_charge:R:1
C -0.0339 -1.7103 -0.6298 -0.38
N 0.3953 -0.6005 0.2354 1.34
O 1.4853 -0.6999 0.7400 -0.68
O -0.3362 0.3164 0.4253 -0.42
H 0.7985 -1.9708 -1.2782 0.25
H -0.9144 -1.4319 -1.1902 0.28
H -0.2452 -2.6208 -0.0819 -0.34
C -2.6957 -5.4700 -1.3222 -0.82
N -1.2482 -5.1679 -1.5282 0.95
O -0.4360 -5.6608 -0.7708 -0.56
O -0.9935 -4.3718 -2.3849 -0.52
H -2.9983 -6.0427 -2.1934 0.33
H -3.1496 -4.4840 -1.2993 0.29
H -2.8229 -6.0402 -0.4154 0.30
C -0.5182 2.2129 -2.1499 -0.27
N -1.8616 1.7848 -2.6358 1.07
O -1.9596 1.3252 -3.7586 -0.61
O -2.7943 1.9412 -1.8796 -0.61
H 0.1660 1.4366 -2.4954 -0.15
H -0.5376 2.3236 -1.0789 0.25
H -0.2923 3.1349 -2.6827 0.38
C 0.1856 -3.7680 2.3339 -0.49
N -0.3466 -4.1407 3.6827 0.98
O 0.4689 -4.2270 4.5828 -0.57
O -1.5393 -4.2979 3.7920 -0.55
H 0.5405 -2.7498 2.4806 0.16
H -0.5985 -3.9025 1.6064 0.12
H 1.0546 -4.3836 2.1300 0.30
C -4.2516 1.5331 1.7260 -1.59
C -3.5985 0.3342 1.0659 0.91
O -4.6500 -0.5420 0.6770 -0.39
C -4.2996 -1.6727 0.0975 0.73
C -5.4971 -2.4101 -0.4004 -1.17
O -3.1545 -2.0413 -0.0207 -0.40
H -4.7931 2.1129 0.9769 0.36
H -3.4826 2.1900 2.1410 0.37
H -4.9302 1.2509 2.5272 0.39
H -2.9928 0.6900 0.2318 -0.18
H -2.9333 -0.1912 1.7450 0.08
H -6.2922 -2.3573 0.3389 0.37
H -5.2379 -3.4746 -0.4454 0.28
H -5.7818 -2.1615 -1.4173 0.28
C -2.3420 2.0398 7.8873 -1.10
C -2.3784 2.4766 6.4579 -0.28
O -1.4102 1.7617 5.6506 -0.21
C -1.6175 0.4805 5.3765 0.56
C -0.6105 -0.0157 4.3857 -0.46
O -2.4961 -0.1599 5.8303 -0.60
H -1.3892 2.2989 8.3386 0.28
H -2.5804 0.9835 7.9626 0.32
H -3.1476 2.5490 8.4252 0.37
H -3.3507 2.3135 5.9987 0.31
H -2.0844 3.5163 6.3486 0.29
H 0.3622 0.0117 4.8853 0.46
H -0.5691 0.5684 3.4718 -0.02
H -0.7883 -1.0606 4.1409 0.07
C 2.9135 0.5885 -6.3281 -0.93
C 1.4292 0.6752 -6.0483 -0.06
O 0.9362 -0.6488 -5.6863 -0.38
C 0.9245 -0.9835 -4.3989 0.60
C 0.4617 -2.3846 -4.1479 -0.76
O 1.2693 -0.2491 -3.5148 -0.46
H 3.3310 1.5623 -6.5961 0.38
H 3.0652 -0.1024 -7.1576 0.34
H 3.4969 0.2689 -5.4631 0.07
H 1.2075 1.3928 -5.2618 0.11
H 0.8627 0.8987 -6.9475 0.30
H 1.2196 -3.0685 -3.7894 0.26
H -0.0486 -2.6624 -5.0719 0.46
H -0.3399 -2.3642 -3.4143 0.03
C 4.1407 -1.5079 -1.8522 -0.57
C 5.3738 -0.7121 -2.2171 -0.52
O 4.9487 0.5117 -2.8077 -0.21
C 5.1920 1.6799 -2.2207 0.69
C 4.5282 2.8195 -2.9490 -0.45
O 5.7926 1.8104 -1.1925 -0.61
H 3.5524 -1.7986 -2.7209 0.04
H 3.4526 -0.9693 -1.1983 0.07
H 4.4962 -2.3905 -1.3117 0.44
H 5.9926 -0.5685 -1.3395 0.42
H 5.8618 -1.2573 -3.0199 0.25
H 3.9879 3.3644 -2.1722 0.06
H 3.8208 2.4476 -3.6830 0.04
H 5.2539 3.5108 -3.3657 0.33
F 1.1182 2.6273 3.7871 -0.29
C 1.3913 3.3332 2.6766 0.50
C 1.2905 4.6891 2.7434 -0.63
C 1.5766 5.4232 1.6026 -0.36
C 2.0802 4.7857 0.4943 -0.75
C 2.1195 3.4013 0.4373 0.11
C 1.7914 2.6525 1.5498 -0.60
H 0.9699 5.1610 3.6613 0.44
H 1.4156 6.4920 1.5495 0.38
H 2.4122 5.3516 -0.3695 0.37
H 2.3563 2.8841 -0.4860 0.28
H 1.8797 1.5772 1.5928 0.55
```

Entry 3:
Density functional theory data (the ωB97M-V functional and the def2-TZVPD basis) for C26H49GdNO4Si2 as an isolated structure in a non-equilibrium geometry.

Results
E_HOMO (spin up / spin down): -10.69 / -9.89 eV
M: 653.10 g/mol
Energy: -2720.2495 Eh
Frontier orbital gap (spin up / spin down): 0.28740 / 0.24959 Ha
Charge: +1
Multiplicity: 8

Structure (XYZ):
```
83
Properties=species:S:1:pos:R:3:lowdin_spin:R:1
O -0.5280 -1.1437 -2.2620 0.00
O 0.6406 0.6180 -3.6029 0.00
C 0.1083 -2.4227 -2.5899 0.00
C -0.6389 -3.5910 -2.0068 0.00
H 1.1300 -2.3464 -2.2106 0.00
H 0.1647 -2.4698 -3.6860 0.00
H -0.8189 -3.4829 -0.9332 0.00
H -0.0267 -4.4826 -2.1567 0.00
H -1.5950 -3.7551 -2.5098 0.00
C -1.8359 -0.9729 -2.8912 0.00
C -1.8532 -1.2231 -4.3722 0.00
H -2.1388 0.0545 -2.6522 0.00
H -2.5165 -1.6591 -2.3729 0.00
H -1.1669 -0.5800 -4.9307 0.00
H -2.8620 -1.0123 -4.7375 0.00
H -1.6492 -2.2681 -4.6210 0.00
C 0.1367 2.0500 -3.3698 0.00
C 2.0017 0.3831 -4.2018 0.00
C -0.7879 2.3969 -4.4952 0.00
H 1.0434 2.6604 -3.3234 0.00
H -0.3639 2.0259 -2.3958 0.00
H -0.2837 2.3564 -5.4673 0.00
H -1.1368 3.4187 -4.3339 0.00
H -1.6713 1.7455 -4.5210 0.00
C 1.9399 0.6388 -5.6785 0.00
H 2.2330 -0.6584 -3.9646 0.00
H 2.6915 1.0564 -3.6829 0.00
H 1.1653 0.0474 -6.1820 0.00
H 2.8997 0.3320 -6.0963 0.00
H 1.7949 1.6976 -5.9100 0.00
H 0.3517 -0.0476 -2.8386 0.00
Gd -0.1600 0.1694 1.2829 6.82
C 1.6303 -0.1851 -0.4195 0.06
Si 3.3298 0.3056 0.1719 0.01
H 1.6067 -1.2570 -0.6622 0.00
H 1.3817 0.3517 -1.3452 0.00
C 4.6268 -0.7115 -0.7475 0.00
C 3.7122 0.0965 2.0078 0.00
C 3.6243 2.1165 -0.2416 0.00
C -1.9792 -1.3206 0.9750 0.12
Si -3.4382 -0.1713 0.8461 0.01
H -2.0592 -2.0006 1.8507 0.00
H -1.9536 -1.9828 0.0886 0.01
C -4.7541 -0.9042 -0.2808 0.00
C -2.9706 1.5386 0.1883 0.00
C -4.2654 0.0470 2.5160 0.00
H 3.0751 2.4009 -1.1489 0.00
H 4.6937 2.3090 -0.4129 0.00
H 3.2908 2.7634 0.5810 0.00
H 4.4457 -1.7866 -0.6103 0.00
H 5.6433 -0.4992 -0.3876 0.00
H 4.6025 -0.4986 -1.8253 0.00
H 3.2336 -0.7953 2.4413 0.00
H 3.4041 0.9817 2.5865 0.00
H 4.8050 -0.0156 2.1356 0.00
H -3.4671 1.6728 -0.7851 0.00
H -1.9056 1.7948 0.0396 0.00
H -3.3719 2.2961 0.8789 0.00
H -5.2070 0.6132 2.4343 0.00
H -3.6128 0.5682 3.2314 0.00
H -4.5002 -0.9472 2.9213 0.00
H -5.7420 -0.4652 -0.0751 0.00
H -4.8235 -1.9845 -0.0883 0.00
H -4.5396 -0.7631 -1.3498 0.00
O -0.6905 4.0674 2.9719 0.00
C -0.3924 2.9069 2.7436 0.00
O -0.2575 2.3314 1.5524 -0.02
C -0.1569 1.9894 3.9380 0.00
C -0.1756 2.4958 5.2412 0.00
C 0.0728 1.6456 6.2990 0.00
C 0.3476 0.2826 6.0664 0.00
C 0.6276 -0.6374 7.1058 0.00
C 0.8929 -1.9620 6.8240 0.00
C 0.8802 -2.4214 5.4925 0.00
C 0.5975 -1.5574 4.4360 0.00
C 0.3320 -0.1966 4.7091 0.00
N 0.0671 0.6735 3.6724 -0.02
H -0.3911 3.5556 5.3630 0.00
H 0.0553 2.0166 7.3229 0.00
H 0.6258 -0.2572 8.1324 0.00
H 1.1132 -2.6500 7.6410 0.00
H 1.0925 -3.4653 5.2870 0.00
H 0.5761 -1.9203 3.4010 0.00
```

Entry 4:
Density functional theory data (the ωB97M-V functional and the def2-TZVPD basis) for a 7-piece molecular cluster, C26H49N7O2 overall in a non-equilibrium geometry.

Results
E_HOMO: -8.94 eV
M: 491.72 g/mol
Energy: -1553.2834 Eh
Frontier orbital gap: 0.33085 Ha
Charge: 0

Structure (XYZ):
```
84
Properties=species:S:1:pos:R:3:mulliken_charge:R:1
C 5.0656 -4.2563 25.9059 -1.50
N 4.9745 -5.6646 25.5067 0.00
C 5.9273 -6.5060 26.1533 -1.10
C 3.9485 -6.1471 24.7781 -0.01
O 3.8854 -7.3505 24.4676 -0.72
H 4.1349 -3.7481 25.6539 0.35
H 5.9340 -3.8847 25.3618 1.13
H 5.2641 -4.2015 26.9763 0.69
H 6.0358 -7.4268 25.5802 0.40
H 6.9187 -6.0669 26.2649 0.37
H 5.5134 -6.7209 27.1385 0.38
H 3.2429 -5.3901 24.4023 0.02
C 5.4493 -1.6008 21.9230 -1.14
N 4.9475 -2.3457 23.0849 2.54
C 5.3439 -1.8886 24.4157 -2.71
C 4.3084 -3.4944 22.8588 -1.89
O 3.8717 -4.2240 23.7521 -0.95
H 5.4523 -0.5184 22.0518 0.35
H 5.0024 -1.7278 20.9370 0.42
H 6.4937 -1.8572 21.7452 0.37
H 4.8850 -2.2946 25.3172 0.80
H 6.4261 -2.0135 24.4509 1.70
H 5.1509 -0.8169 24.4633 0.16
H 4.2789 -3.6342 21.7671 0.36
C 6.5625 -6.7750 23.4290 -1.79
C 6.4346 -5.2328 23.6022 2.94
C 7.2187 -4.3567 22.5112 -0.27
C 6.7271 -4.4673 21.1156 0.20
N 6.2894 -4.5107 20.0587 -0.64
H 7.6255 -7.0132 23.3912 0.47
H 6.1174 -7.2633 22.5620 0.36
H 6.2860 -7.4266 24.2579 0.12
H 6.8301 -5.0308 24.5976 -0.04
H 5.3659 -5.0269 23.6621 -1.63
H 8.2652 -4.6474 22.4196 0.61
H 7.1294 -3.2884 22.7081 -0.06
C 5.3807 -0.0045 28.1805 -0.86
C 5.9322 -1.3777 28.6727 -1.37
C 6.2566 -2.4748 27.5958 -0.14
C 6.8959 -1.9973 26.4074 -0.16
N 7.3915 -1.5904 25.4878 -0.44
H 4.5483 -0.3681 27.5781 -0.08
H 6.0903 0.4632 27.4979 0.39
H 5.1019 0.7967 28.8650 0.43
H 5.2096 -1.7802 29.3826 0.46
H 6.8274 -1.2169 29.2734 0.45
H 5.2655 -2.8462 27.3352 -0.43
H 6.8953 -3.2795 27.9598 0.87
C 3.1673 0.3564 26.1603 -1.93
C 4.5066 0.4451 25.3849 4.29
C 5.0794 1.8561 25.3983 -0.69
C 5.3419 2.3882 26.7407 0.12
N 5.5645 2.7709 27.8276 -0.63
H 2.3710 1.0565 25.9076 0.26
H 3.4025 0.4702 27.2185 0.70
H 2.6259 -0.5747 25.9927 0.72
H 4.4498 0.1913 24.3264 -1.67
H 5.1836 -0.2579 25.8702 -1.74
H 4.5638 2.6251 24.8231 0.51
H 6.0734 1.8069 24.9536 0.47
C 0.3774 -5.6876 22.5001 -1.82
C 1.6020 -4.8761 22.8897 0.42
C 1.3372 -3.4805 23.3941 0.69
C 0.4538 -2.6796 22.5327 -0.10
N -0.2474 -2.0246 21.8613 -0.69
H -0.2342 -5.3742 21.6540 0.37
H -0.2455 -5.7989 23.3876 0.36
H 0.8221 -6.6574 22.2769 0.46
H 2.2448 -4.7291 22.0217 0.29
H 2.2878 -5.4375 23.5242 0.46
H 2.2700 -2.9218 23.4702 -1.91
H 0.9219 -3.6216 24.3919 0.97
C 2.3931 -1.2574 23.9556 -0.86
C 1.7882 0.1653 23.6969 -1.25
C 2.2507 1.0166 22.5397 -0.96
C 3.6988 1.0998 22.3923 0.26
N 4.8423 1.1399 22.2778 -0.56
H 2.3515 -1.9291 23.0982 1.87
H 1.8250 -1.8249 24.6927 0.97
H 3.4377 -1.2796 24.2664 -0.56
H 1.7901 0.7166 24.6373 0.06
H 0.7328 -0.1066 23.6802 0.73
H 1.8452 2.0277 22.5016 0.54
H 1.8533 0.5215 21.6537 0.40
```

Entry 5:
Density functional theory data (the ωB97M-V functional and the def2-TZVPD basis) for C26H49NiO3Sb as an isolated structure.

Results
E_HOMO (spin up / spin down): -7.92 / -8.11 eV
M: 590.13 g/mol
Energy: -2994.3570 Eh
Frontier orbital gap (spin up / spin down): 0.31489 / 0.30891 Ha
Charge: 0
Multiplicity: 3

Structure (XYZ):
```
80
Properties=species:S:1:pos:R:3:lowdin_spin:R:1
Ni 1.0655 -0.1489 0.5504 1.66
C -0.0768 0.6069 3.8480 0.00
C 0.8113 -0.3643 3.1185 0.01
C 2.1985 -0.1319 3.1305 0.02
C 2.7337 1.0989 3.8122 0.00
C 3.0724 -1.0298 2.5069 0.02
C 4.5603 -0.8797 2.6662 0.00
C 2.5529 -2.0954 1.7522 0.02
C 3.4913 -2.9566 0.9465 0.00
C 1.1707 -2.3410 1.7467 0.00
C 0.6369 -3.5889 1.0855 0.00
C 0.2923 -1.4772 2.4336 0.00
C -1.1833 -1.7962 2.4831 0.00
H -0.1151 1.5491 3.2953 0.00
H 0.3230 0.8202 4.8394 0.00
H -1.0900 0.2396 3.9746 0.00
H 2.9091 0.9278 4.8783 0.00
H 2.0328 1.9242 3.7174 0.00
H 3.6706 1.4168 3.3640 0.00
H 4.9788 -0.3161 1.8306 0.00
H 5.0439 -1.8549 2.6886 0.00
H 4.8050 -0.3750 3.5969 0.00
H 3.8033 -3.8438 1.5047 0.00
H 4.3781 -2.3947 0.6691 0.00
H 3.0194 -3.2878 0.0241 0.00
H 0.1970 -3.3780 0.1115 0.00
H -0.1281 -4.0609 1.7013 0.00
H 1.4235 -4.3218 0.9358 0.00
H -1.4215 -2.3577 3.3908 0.00
H -1.4891 -2.4014 1.6332 0.00
H -1.7957 -0.8985 2.4759 0.00
C -3.4651 -1.6414 -0.7127 0.00
C -2.5486 -1.2389 -1.8704 0.02
C -3.3751 -0.8364 -3.0829 0.00
C -1.7099 -2.4664 -2.2385 0.00
Sb -1.1509 0.3044 -1.1438 0.04
C -2.4147 1.9238 -0.3523 0.01
C -2.6787 1.5684 1.1114 0.00
C -1.6247 3.2349 -0.3584 0.00
C -3.7388 2.1277 -1.0897 0.00
C -0.3426 1.1590 -2.9956 0.00
C -1.3711 1.9229 -3.8307 0.00
C 0.2181 -0.0017 -3.8171 0.00
C 0.8014 2.1060 -2.6276 0.00
H -4.1335 -2.4428 -1.0443 0.00
H -4.0877 -0.8256 -0.3533 0.00
H -2.8916 -2.0220 0.1342 0.00
H -4.0313 -1.6676 -3.3633 0.00
H -2.7391 -0.6246 -3.9425 0.00
H -4.0010 0.0358 -2.8942 0.00
H -2.3740 -3.3093 -2.4557 0.00
H -1.0545 -2.7641 -1.4224 0.00
H -1.0867 -2.2983 -3.1169 0.00
H -1.7336 1.4833 1.6527 0.00
H -3.2322 0.6334 1.2200 0.00
H -3.2718 2.3592 1.5808 0.00
H -0.6518 3.1042 0.1158 0.00
H -2.1910 3.9809 0.2090 0.00
H -1.4856 3.6341 -1.3598 0.00
H -4.4011 1.2666 -1.0281 0.00
H -3.5947 2.3636 -2.1436 0.00
H -4.2657 2.9731 -0.6344 0.00
H -2.1359 1.2753 -4.2586 0.00
H -0.8535 2.4137 -4.6617 0.00
H -1.8717 2.7001 -3.2644 0.00
H -0.5732 -0.6614 -4.1794 0.00
H 0.9374 -0.5867 -3.2370 0.00
H 0.7361 0.3956 -4.6953 0.00
H 0.4388 3.0294 -2.1760 0.00
H 1.3404 2.3720 -3.5427 0.00
H 1.5016 1.6440 -1.9398 0.00
O 4.1480 0.0132 -0.3325 0.00
C 3.3535 -0.3433 -1.1862 0.01
O 2.1024 -0.5728 -1.0341 0.05
H 3.7200 -0.6167 -2.1976 0.00
C 2.0144 2.5382 0.7667 0.01
O 0.8853 1.7162 0.8084 0.10
H 1.9933 3.2611 1.5959 0.00
H 2.0648 3.1209 -0.1654 0.00
H 2.9551 1.9760 0.8422 0.00
```